[1]
Formula: C14H65BN4O23
Source: the Open Molecules 2025 dataset
Level of theory: the ωB97M-V functional and the def2-TZVPD basis

Positions of all 107 atoms, in Å:
C1 2.401625 1.529084 0.867742
B1 0.872549 1.727701 1.114739
O1 0.524244 2.671814 2.063522
C2 -0.315600 0.960014 0.331419
C3 0.119766 0.850519 -1.046215
N1 0.499090 0.852170 -2.163052
C4 -1.574628 1.869907 0.329219
C5 -2.839009 1.200381 -0.194218
O2 -2.757955 0.973721 -1.581864
C6 -4.024480 2.169457 0.109858
N2 -4.958111 2.275301 -1.010624
C7 -0.628641 -0.417017 0.955893
C8 -1.093412 -0.156762 2.307548
N3 -1.457277 -0.032811 3.404801
C9 0.552163 -1.412104 1.000385
C10 0.087108 -2.809299 0.598139
C11 -0.312133 -2.907931 -0.869909
C12 0.774913 -2.475928 -1.825123
N4 0.412228 -2.717711 -3.233509
C13 -0.659529 -1.931682 -3.689497
C14 -0.358100 -1.020375 -4.846924
O3 -1.783072 -2.003948 -3.217101
H1 2.863950 1.459869 1.846931
H2 2.686696 0.658448 0.292446
H3 2.816430 2.435765 0.439361
H4 0.971512 3.480548 1.785262
H5 -1.397655 2.700097 -0.340159
H6 -1.785937 2.214294 1.330374
H7 -3.074673 0.294525 0.350122
H8 -2.616342 0.040350 -1.750800
H9 -3.626778 3.150017 0.332587
H10 -4.562879 1.798336 0.978503
H11 -5.703422 2.899018 -0.734627
H12 -5.401046 1.382199 -1.173679
H13 -1.437304 -0.913649 0.440521
H14 1.371265 -1.084772 0.378462
H15 0.918248 -1.458980 2.017301
H16 0.805032 -3.552797 0.903053
H17 -0.823128 -2.983069 1.167021
H18 -0.573633 -3.912101 -1.151782
H19 -1.214549 -2.318607 -0.988674
H20 1.633263 -3.098809 -1.610471
H21 1.110685 -1.465887 -1.647660
H22 1.204056 -2.427212 -3.790778
H23 0.476951 -0.368818 -4.645736
H24 -0.097480 -1.647913 -5.686686
H25 -1.245072 -0.456996 -5.070057
O4 -4.177806 -1.754816 1.824339
H26 -3.550921 -1.296344 2.395730
H27 -3.952575 -2.685751 1.935010
O5 1.271961 -0.481795 -7.353120
H28 2.081117 0.039515 -7.342027
H29 0.796561 -0.162832 -8.133201
O6 -0.251587 -5.822450 0.168430
H30 -0.969678 -6.393565 0.457115
H31 0.347983 -6.421855 -0.287335
O7 0.089513 1.097151 -9.433886
H32 0.097171 1.311313 -10.372196
H33 -0.160301 1.922324 -8.998858
O8 -6.843845 -3.634662 2.124753
H34 -6.072641 -3.072189 2.252051
H35 -7.271119 -3.281047 1.340366
O9 2.001614 4.663338 3.472165
H36 1.678125 3.766691 3.624446
H37 2.293180 4.968854 4.336167
O10 3.560893 4.297353 1.324886
H38 4.077310 4.981648 0.889181
H39 3.213932 4.718100 2.131314
O11 2.514833 5.870484 -1.267932
H40 1.820305 5.223533 -1.116406
H41 3.195747 5.376045 -1.733171
O12 -4.511302 -5.319946 3.618569
H42 -5.427689 -5.258421 3.315741
H43 -4.091355 -5.884129 2.962039
O13 -4.569828 -7.881275 5.201444
H44 -4.039769 -7.264719 4.689845
H45 -4.802908 -7.375969 5.986295
O14 3.951015 -2.450153 -2.298338
H46 4.874238 -2.488525 -2.032795
H47 3.985078 -2.240325 -3.236848
O15 -1.629117 -8.428255 6.770277
H48 -2.543210 -8.360002 6.470126
H49 -1.213172 -9.006173 6.125749
O16 -1.789625 -0.965523 6.400655
H50 -0.910859 -1.002793 6.788749
H51 -1.628225 -0.823440 5.459065
O17 4.685162 5.244523 4.431175
H52 5.271260 4.853178 3.777460
H53 4.920372 6.183008 4.429119
O18 -2.059940 -3.713080 8.316107
H54 -1.898667 -3.513868 7.388577
H55 -2.374364 -2.878364 8.674114
O19 -2.427843 1.973939 -8.047076
H56 -2.738645 1.064601 -8.085449
H57 -2.101630 2.072067 -7.146356
O20 3.038814 1.934748 -8.905601
H58 3.551174 2.084997 -9.704888
H59 2.119469 2.012032 -9.189712
O21 4.682473 1.505177 -6.175057
H60 5.486400 2.030063 -6.153585
H61 4.211058 1.820912 -6.956321
O22 6.075088 7.764672 4.026593
H62 6.830864 8.338488 4.180362
H63 5.670273 8.105572 3.222200
O23 6.424944 6.360947 7.132435
H64 5.525665 6.399494 6.796064
H65 6.864720 5.749571 6.535714

Force components x, y, z for each atom (eV/Å):
-0.5 -0.4 0.0
0.6 0.0 0.2
-0.6 0.0 -0.8
-0.5 0.6 0.2
1.3 -0.2 -3.7
-1.0 0.0 3.3
-0.3 -1.0 -0.2
-0.7 1.0 0.1
0.1 -0.2 0.0
-0.2 -0.6 -0.5
0.1 0.3 0.0
0.8 0.2 0.0
-0.9 -0.3 2.1
0.5 -0.2 -1.6
-0.1 -0.4 0.2
-0.4 0.4 -0.2
0.0 0.4 0.2
0.0 -0.9 0.5
-0.1 1.2 -0.1
-0.7 0.1 0.1
-0.1 -0.7 0.2
0.5 0.1 0.1
0.2 0.0 0.3
0.1 -0.1 -0.3
0.2 0.1 -0.2
0.4 0.3 0.6
0.1 0.5 0.0
0.2 0.3 0.3
0.1 -0.5 0.0
0.1 -0.3 -0.3
0.0 0.4 0.0
0.3 0.0 0.6
-0.1 0.1 0.0
0.1 -0.2 -0.1
-0.4 0.1 -0.3
0.2 0.2 -0.2
0.3 0.1 0.3
0.3 -0.3 0.0
-0.1 -0.4 0.3
-0.3 -0.4 0.2
-0.1 0.1 -0.3
0.3 -0.2 -0.1
-0.1 0.4 -0.2
0.3 -0.3 -0.1
0.2 0.2 0.1
0.1 0.0 -0.4
-0.3 0.3 -0.1
0.0 -0.2 -0.1
-0.1 0.1 0.2
0.1 0.0 0.0
0.0 0.0 -0.1
0.1 0.0 0.0
0.1 0.0 0.0
0.0 -0.3 0.1
0.0 0.0 0.0
0.1 0.0 0.0
0.5 0.4 -0.2
-0.1 -0.2 -0.1
-0.5 -0.2 0.1
0.1 -0.2 0.1
0.0 0.3 0.0
0.0 0.0 0.0
-0.4 -0.1 0.2
0.0 0.0 0.0
0.3 0.1 0.0
0.3 0.3 0.0
-0.1 0.0 -0.2
-0.1 -0.2 0.1
0.1 0.1 0.0
0.0 0.0 0.1
0.0 0.0 -0.1
0.1 0.0 -0.2
-0.1 0.0 0.1
0.0 0.1 -0.1
0.3 -0.3 0.3
-0.1 0.3 0.0
-0.1 0.1 0.0
0.1 0.0 0.0
0.0 0.0 0.0
0.0 0.1 0.0
0.0 0.0 0.0
-0.1 0.0 0.0
0.0 -0.1 0.0
0.1 -0.2 0.0
0.0 0.0 0.1
-0.1 0.2 -0.1
-0.1 0.2 0.2
0.0 -0.1 -0.1
0.2 -0.1 0.0
0.1 0.0 0.0
-0.1 0.1 -0.1
-0.1 0.0 0.0
0.2 0.1 0.1
0.0 -0.1 -0.1
-0.1 0.0 0.1
0.0 0.1 0.0
0.1 0.0 0.0
0.0 -0.2 0.1
0.0 0.0 -0.1
0.1 0.0 0.0
-0.1 0.0 -0.1
-0.1 0.0 -0.2
0.0 0.0 0.2
0.0 0.0 0.0
0.1 0.1 0.0
-0.1 0.0 0.0
0.0 -0.1 0.0

Values from the calculation:
Frontier orbital gap ... 8.95 eV
E_HOMO ... -9.01 eV
Max |F| ... 3.926 eV/Å
LUMO energy ... -0.1 eV



[2]
Formula: C14H6Cl5EuNO7
Source: the Open Molecules 2025 dataset
Level of theory: the ωB97M-V functional and the def2-TZVPD basis

Positions of all 34 atoms, in Å:
Eu1 -0.473300 -0.392900 -0.001200
O1 -3.292500 -2.456700 5.071800
C1 -2.709800 -2.100400 4.064400
C2 -3.100600 -2.427300 2.644000
O2 -4.054000 -3.109000 2.294400
C3 -2.132800 -1.729800 1.788300
C4 -1.262800 -0.942500 2.591000
O3 -0.418800 -0.096500 2.077000
C5 -1.485800 -1.218400 4.006700
O4 -0.830500 -0.822000 4.964600
O5 -2.080300 -1.756400 0.504500
Cl1 6.237200 -3.748500 0.555700
C6 4.601800 -3.326900 0.243600
C7 4.159700 -2.033800 0.497600
Cl2 5.253000 -0.846500 1.069800
C8 2.841600 -1.687400 0.270400
Cl3 2.240300 -0.126100 0.694000
C9 1.894500 -2.581600 -0.299600
O6 0.719100 -2.202200 -0.614300
C10 2.378500 -3.904200 -0.510300
Cl4 1.247200 -5.052700 -1.107700
C11 3.688100 -4.264800 -0.238800
Cl5 4.222200 -5.869300 -0.516600
N1 0.541800 4.017800 -0.831300
C12 -0.004800 2.794100 -0.956200
O7 0.707400 1.790500 -0.916400
C13 -1.499500 2.735700 -1.177500
C14 -2.110400 1.389100 -0.705000
H1 1.520600 4.089500 -0.603600
H2 -0.029500 4.845900 -0.801200
H3 -1.659800 2.872200 -2.254300
H4 -1.950000 3.600100 -0.669400
H5 -2.963000 1.163000 -1.360600
H6 -2.577100 1.602700 0.280800

Force components x, y, z for each atom (eV/Å):
0.2 1.4 -2.7
0.5 0.3 -0.9
-0.6 -0.4 1.1
-0.8 -0.6 -0.5
0.7 0.5 0.3
0.2 0.2 1.0
-1.1 -0.6 0.1
0.1 0.2 1.6
0.8 0.5 0.7
-0.6 -0.2 -0.7
-0.8 -0.4 0.2
0.2 -0.1 0.0
-0.2 0.1 0.0
-0.1 -0.1 0.0
0.2 0.2 0.2
-0.3 -0.5 -0.1
0.9 0.1 0.0
1.2 -0.2 0.1
-0.2 -0.2 -0.2
-0.3 0.3 0.0
-0.1 -0.1 -0.1
0.1 0.3 0.0
0.0 -0.3 -0.1
0.2 0.3 0.1
-0.4 0.1 -0.2
0.0 -0.4 0.2
-0.2 -0.5 0.3
-0.2 0.6 -0.1
-0.1 0.0 -0.1
0.0 -0.2 0.0
0.1 0.0 0.1
0.1 0.1 -0.2
0.2 -0.1 0.1
0.1 -0.3 -0.2

Values from the calculation:
Charge ... -1
Frontier orbital gap (alpha / beta) ... 7.24 / 7.25 eV
Multiplicity ... 7
E_HOMO (alpha / beta) ... -5.07 / -5.08 eV
Max |F| ... 3.041 eV/Å
LUMO energy (alpha / beta) ... 2.2 / 2.2 eV



[3]
Formula: C14H8Br4N2O2S2Sc
Source: the Open Molecules 2025 dataset
Level of theory: the ωB97M-V functional and the def2-TZVPD basis

Positions of all 33 atoms, in Å:
Sc1 -0.095672 -0.848889 -0.691557
Br1 3.729660 -0.597704 4.861827
C1 3.152411 -0.793276 3.087927
C2 4.073933 -0.822815 2.040609
Br2 5.911916 -0.661629 2.382287
C3 3.636659 -0.970699 0.718803
Br3 4.798837 -0.978911 -0.751297
C4 2.283301 -1.107488 0.467400
O1 1.771406 -1.258194 -0.796415
C5 1.359025 -1.062486 1.518445
O2 0.031635 -1.161710 1.168993
C6 1.781406 -0.902677 2.824670
Br4 0.473009 -0.838450 4.163896
C7 -3.303716 -2.968624 -1.134492
C8 -3.376577 -1.478275 -1.136229
N1 -2.337822 -0.671480 -1.133668
C9 -2.733378 0.663850 -1.128498
C10 -4.075544 0.843679 -1.129904
S1 -4.866413 -0.667705 -1.148387
C11 -1.695746 1.709061 -1.103755
C12 -1.865057 3.053536 -1.128291
S2 -0.343867 3.827012 -1.032513
C13 0.455880 2.337089 -0.975298
N2 -0.372150 1.311410 -1.023015
C14 1.935024 2.212436 -0.834978
H1 -2.273221 -3.313787 -1.058484
H2 -3.725716 -3.372148 -2.054796
H3 -3.856732 -3.379341 -0.290835
H4 -4.625903 1.769536 -1.119260
H5 -2.781327 3.615782 -1.193293
H6 2.427253 3.168491 -0.994975
H7 2.326667 1.483228 -1.545123
H8 2.180812 1.861165 0.170205

Force components x, y, z for each atom (eV/Å):
-0.2 0.0 0.1
0.0 0.0 0.0
-0.1 0.0 0.0
0.0 0.0 -0.1
0.0 0.0 0.0
-0.1 0.0 0.2
0.0 0.0 0.0
0.0 -0.1 -0.5
0.0 0.1 0.3
-0.4 -0.1 0.1
0.5 0.0 -0.1
0.2 0.0 -0.1
0.0 0.0 0.0
0.1 0.0 0.0
0.1 -0.2 0.0
-0.1 0.1 -0.1
0.1 0.1 0.0
0.1 0.0 0.0
-0.2 0.1 0.0
-0.2 -0.1 0.0
0.1 -0.1 0.0
-0.1 0.2 -0.1
0.1 -0.1 0.1
0.0 0.0 0.0
0.0 -0.1 0.0
0.0 0.0 0.0
0.0 0.0 0.0
0.0 0.0 0.0
0.0 0.0 0.0
0.0 0.0 0.0
0.0 0.0 0.0
0.0 0.0 0.0
0.0 0.0 0.0

Values from the calculation:
Charge ... +1
Frontier orbital gap ... 7.17 eV
E_HOMO ... -10.78 eV
Max |F| ... 0.496 eV/Å
LUMO energy ... -3.6 eV



[4]
Formula: C14H8N3O7RuS6
Source: the Open Molecules 2025 dataset
Level of theory: the ωB97M-V functional and the def2-TZVPD basis

Positions of all 39 atoms, in Å:
Ru1 0.653695 -0.386659 1.809618
S1 -5.184405 -0.023459 6.575718
C1 -3.949305 -0.214459 5.506118
S2 -4.129605 0.012341 3.781718
C2 -2.457405 -0.287859 3.346018
C3 -1.605205 -0.613159 4.368218
S3 0.045795 -1.001959 4.229018
S4 -2.323605 -0.651259 5.973618
S5 -2.039705 -0.149959 1.697218
N1 0.074295 2.125941 1.286518
C4 1.025495 3.055741 1.822918
C5 1.979295 2.340341 2.902518
O1 2.712895 3.084441 3.530518
O2 1.850695 1.109041 2.972818
H1 0.076395 2.056141 0.274618
H2 -0.870605 2.257341 1.633218
H3 0.566195 3.901941 2.342718
H4 1.700295 3.430841 1.051518
O3 -0.189205 -2.074559 -0.470482
C6 -0.014005 -0.937159 -1.179282
O4 0.214195 0.135041 -0.628082
C7 -0.096605 -1.091059 -2.622282
C8 -0.646805 -2.240559 -3.229482
C9 -0.709005 -2.304659 -4.612982
C10 -0.219805 -1.281959 -5.398282
C11 0.360895 -0.146859 -4.788982
C12 0.397795 -0.056859 -3.404582
N2 0.888795 0.873941 -5.586482
O5 1.380995 1.879641 -5.042182
O6 0.837995 0.741141 -6.826982
H5 -1.017605 -3.034059 -2.602782
H6 -1.148605 -3.169159 -5.090082
H7 -0.251005 -1.313759 -6.474382
H8 0.831595 0.807541 -2.924182
S6 5.160395 -0.268159 1.219418
C13 3.604695 -0.558759 1.149218
N3 2.475795 -0.868659 1.019718
O7 -0.033405 -3.085459 1.493618
C14 0.047695 -2.050959 0.894918

Force components x, y, z for each atom (eV/Å):
-2.7 0.8 0.6
-0.5 0.0 0.4
0.6 -0.1 -0.6
0.6 -0.2 1.1
0.2 -0.2 1.4
-1.4 0.3 -0.8
1.7 -0.1 -1.1
-0.7 0.3 -0.7
1.3 0.1 -0.7
-0.3 -0.4 -0.5
1.1 -0.3 1.1
-1.3 1.2 -1.4
0.8 0.6 0.6
0.0 -1.4 0.2
-0.2 0.2 0.3
0.2 -0.3 -0.2
0.0 0.0 -0.2
-0.1 0.1 0.0
-0.3 0.0 -3.0
0.3 0.5 3.2
0.1 -1.1 -1.2
-0.4 -0.8 -1.4
0.4 1.0 0.3
-0.1 -0.2 0.0
0.5 0.9 0.2
-1.3 -2.4 1.1
0.2 0.3 -0.1
1.3 2.9 -2.0
-0.8 -1.7 -0.7
0.1 0.1 1.7
0.0 -0.1 0.1
0.0 0.0 0.0
0.0 -0.1 -0.1
0.0 0.0 0.0
1.3 0.3 0.1
-0.9 -0.6 -0.3
0.5 0.3 0.5
-0.1 -0.4 -1.1
0.1 0.5 3.2

Values from the calculation:
Charge ... -2
Frontier orbital gap (alpha / beta) ... 3.26 / 3.25 eV
Multiplicity ... 2
E_HOMO (alpha / beta) ... -1.22 / -1.21 eV
Max |F| ... 3.738 eV/Å
LUMO energy (alpha / beta) ... 2.0 / 2.0 eV